The following is a quantum chemistry calculation of a structure of composition C35H51CuF9N5O2P, from the Open Molecules 2025 dataset.

```
104
C35H51CuF9N5O2P (wB97M-V/def2-TZVPD)
C -2.373 3.913 0.173
C -3.801 3.429 0.413
C -3.813 1.869 0.253
N -5.164 1.145 0.726
C -5.012 -0.345 0.354
C -6.130 -1.223 0.908
C -6.353 -1.135 2.324
C -6.234 0.356 2.899
C -5.197 1.242 2.269
C -6.424 1.762 0.057
H -1.680 3.816 1.009
H -2.415 4.949 -0.163
H -1.957 3.435 -0.713
H -4.580 3.997 -0.096
H -3.977 3.644 1.467
H -2.961 1.374 0.720
H -3.555 1.390 -0.692
H -4.055 -0.717 0.718
H -4.926 -0.415 -0.730
H -5.935 -2.279 0.718
H -7.067 -1.033 0.384
H -5.676 -1.738 2.929
H -7.332 -1.577 2.510
H -5.961 0.265 3.950
H -7.203 0.853 2.841
H -4.218 1.082 2.719
H -5.470 2.273 2.493
H -6.402 2.778 0.452
H -7.168 1.206 0.627
H -6.581 1.747 -1.022
Cu -2.211 -0.965 -3.131
P -0.212 -0.336 -0.853
F 1.268 0.185 -1.071
F 0.034 -1.762 -1.657
F 0.355 -1.053 0.486
F -1.695 -0.864 -0.605
F -0.554 1.063 -0.126
F -0.703 0.345 -2.180
N -0.339 -5.669 -3.701
C -0.355 -6.520 -2.619
C 0.250 -5.910 -1.506
C 0.453 -4.593 -1.948
C 0.225 -4.506 -3.344
H -0.664 -5.795 -4.649
H -0.607 -7.547 -2.833
H 0.538 -6.423 -0.601
H 0.814 -3.922 -1.183
H 0.306 -3.744 -4.105
N 3.571 -1.604 1.185
C 4.800 -1.432 1.860
C 5.213 -2.661 2.320
C 4.135 -3.443 2.227
C 3.218 -2.925 1.318
H 3.003 -0.803 0.950
H 5.238 -0.447 1.783
H 6.123 -2.696 2.900
H 4.071 -4.442 2.633
H 2.223 -3.268 1.075
N -1.018 -0.658 2.627
C -2.014 -1.590 2.893
C -2.618 -1.317 4.133
C -1.985 -0.177 4.576
C -1.034 0.252 3.635
H -0.440 -0.704 1.799
H -2.203 -2.367 2.167
H -3.398 -1.974 4.490
H -2.212 0.359 5.486
H -0.485 1.180 3.688
N 1.454 1.723 -3.385
C 0.844 2.852 -2.916
C 1.404 4.039 -3.394
C 2.382 3.541 -4.322
C 2.408 2.082 -4.308
H 1.155 0.796 -3.117
H 0.047 2.807 -2.188
H 1.190 5.067 -3.143
H 3.046 4.177 -4.890
H 2.875 1.399 -5.003
C 2.314 5.567 2.686
C 2.761 4.390 3.173
C 2.738 3.252 2.412
C 2.256 3.367 1.095
C 1.794 4.587 0.580
C 1.779 5.677 1.432
H 2.356 6.430 3.333
H 3.215 4.419 4.153
H 2.887 2.290 2.880
H 2.315 2.485 0.474
H 1.501 4.645 -0.458
H 1.430 6.636 1.079
C 3.852 -2.820 -1.958
C 5.262 -2.346 -1.469
O 6.000 -2.025 -2.618
C 7.263 -1.527 -2.578
O 7.800 -1.150 -1.537
C 8.005 -1.536 -3.942
F 7.444 -2.572 -4.528
F 7.838 -0.394 -4.642
F 9.343 -1.657 -3.744
H 3.126 -2.014 -1.848
H 3.620 -3.621 -1.257
H 3.781 -3.168 -2.989
H 5.809 -3.154 -0.982
H 5.237 -1.573 -0.701
```

ΔE to the lowest compared entry with this formula, charge and spin: 77.7 kcal/mol
gap between HOMO and LUMO: 3.745 eV
LUMO: -5.7308 eV
charge: +1
highest occupied orbital energy: -0.34822 hartree